ORCA calculation (ωB97M-V/def2-TZVPD) on a 17-piece molecular cluster, C80H211N17O23 overall at a distorted geometry.

Each atom is followed by the atoms it is bonded to, with distances in Å.
Atoms and positions in Å:
1 C -1.349 2.522 -7.858  O2 1.400, H10 1.080, H11 1.063, H12 1.072
2 O -0.287 1.754 -8.350  C1 1.400, C3 1.437
3 C -0.105 0.580 -7.542  O2 1.437, C4 1.511, H13 1.058, H14 1.108
4 C 1.067 -0.146 -8.161  C3 1.511, N5 1.443, H15 1.075, H16 1.116
5 N 1.218 -1.484 -7.640  C4 1.443, C6 1.473, H17 0.983
6 C 2.551 -2.090 -7.797  N5 1.473, C7 1.492, H18 1.115, H19 1.085
7 C 2.827 -3.312 -6.986  C6 1.492, O8 1.404, H20 1.091, H21 1.073
8 O 1.993 -4.361 -7.406  C7 1.404, C9 1.443
9 C 2.119 -5.608 -6.690  O8 1.443, H22 1.128, H23 1.106, H24 1.140
10 H -1.332 2.544 -6.779  C1 1.080
11 H -2.287 2.201 -8.241  C1 1.063
12 H -1.228 3.521 -8.227  C1 1.072
13 H -0.998 0.029 -7.673  C3 1.058
14 H 0.074 0.807 -6.472  C3 1.108
15 H 1.945 0.464 -8.052  C4 1.075
16 H 0.917 -0.246 -9.262  C4 1.116
17 H 0.603 -2.056 -8.152  N5 0.983
18 H 3.257 -1.334 -7.383  C6 1.115
19 H 2.793 -2.225 -8.847  C6 1.085
20 H 2.477 -3.096 -5.976  C7 1.091
21 H 3.865 -3.578 -7.028  C7 1.073
22 H 3.204 -5.757 -6.423  C9 1.128
23 H 1.893 -6.363 -7.465  C9 1.106
24 H 1.438 -5.699 -5.780  C9 1.140
25 C -1.863 -3.577 -4.716  O26 1.472, H34 1.049, H35 1.122, H36 1.101
26 O -1.735 -3.192 -3.301  C25 1.472, C27 1.423
27 C -2.615 -3.935 -2.467  O26 1.423, C28 1.514, H37 1.018, H38 1.081
28 C -4.068 -3.693 -2.814  C27 1.514, N29 1.403, H39 1.085, H40 1.132
29 N -4.561 -2.420 -2.490  C28 1.403, C30 1.454, H41 1.038
30 C -4.456 -1.980 -1.108  N29 1.454, C31 1.517, H42 1.106, H43 1.074
31 C -5.353 -0.757 -1.082  C30 1.517, O32 1.467, H44 1.112, H45 1.077
32 O -5.455 -0.189 0.267  C31 1.467, C33 1.404
33 C -6.463 0.787 0.199  O32 1.404, H46 1.083, H47 1.097, H48 1.072
34 H -1.033 -3.143 -5.188  C25 1.049
35 H -2.779 -3.125 -5.179  C25 1.122
36 H -1.804 -4.664 -4.883  C25 1.101
37 H -2.464 -3.709 -1.486  C27 1.018
38 H -2.478 -5.000 -2.589  C27 1.081
39 H -4.602 -4.512 -2.343  C28 1.085
40 H -4.242 -3.978 -3.897  C28 1.132
41 H -4.254 -1.687 -3.157  N29 1.038
42 H -3.439 -1.644 -0.834  C30 1.106
43 H -4.733 -2.749 -0.412  C30 1.074
44 H -6.357 -1.056 -1.455  C31 1.112
45 H -4.929 0.011 -1.706  C31 1.077
46 H -6.234 1.590 -0.491  C33 1.083
47 H -6.532 1.284 1.174  C33 1.097
48 H -7.372 0.302 -0.097  C33 1.072
49 C -2.404 1.822 -1.567  O50 1.412, H58 1.122, H59 1.120, H60 1.126
50 O -2.415 1.633 -2.966  C49 1.412, C51 1.402
51 C -1.949 0.368 -3.352  O50 1.402, C52 1.492, H61 1.127, H62 1.109
52 C -2.507 0.107 -4.711  C51 1.492, N53 1.471, H63 1.098, H64 1.084
53 N -3.977 0.126 -4.752  C52 1.471, C54 1.464, H65 1.031
54 C -4.519 0.009 -6.107  N53 1.464, C55 1.514, H66 1.118, H67 1.052
55 C -6.031 -0.010 -6.033  C54 1.514, O56 1.366, H68 1.125, H69 1.080
56 O -6.685 -0.381 -7.174  C55 1.366, C57 1.407
57 C -8.078 -0.576 -7.171  O56 1.407, H70 1.068, H71 1.102, H72 1.110
58 H -1.367 2.120 -1.260  C49 1.122
59 H -2.845 0.995 -0.953  C49 1.120
60 H -3.115 2.683 -1.422  C49 1.126
61 H -2.224 -0.422 -2.597  C51 1.127
62 H -0.857 0.181 -3.310  C51 1.109
63 H -2.117 -0.791 -5.207  C52 1.098
64 H -2.142 0.865 -5.394  C52 1.084
65 H -4.299 0.980 -4.274  N53 1.031
66 H -4.138 -0.944 -6.553  C54 1.118
67 H -4.183 0.740 -6.784  C54 1.052
68 H -6.378 1.024 -5.759  C55 1.125
69 H -6.365 -0.643 -5.224  C55 1.080
70 H -8.270 -0.867 -8.181  C57 1.068
71 H -8.552 0.339 -6.780  C57 1.102
72 H -8.395 -1.399 -6.496  C57 1.110
73 C -0.259 6.070 7.390  O74 1.385, H82 1.086, H83 1.057, H84 1.104
74 O 0.639 5.129 6.912  C73 1.385, C75 1.454
75 C 0.456 3.787 7.440  O74 1.454, C76 1.501, H85 1.117, H86 1.088
76 C 1.649 3.039 6.923  C75 1.501, N77 1.450, H87 1.085, H88 1.147
77 N 1.807 3.098 5.482  C76 1.450, C78 1.457, H89 0.989
78 C 3.032 2.473 5.000  N77 1.457, C79 1.599, H90 1.110, H91 1.098
79 C 3.195 2.839 3.452  C78 1.599, O80 1.415, H92 1.088, H93 1.095
80 O 3.090 4.218 3.151  C79 1.415, C81 1.389
81 C 4.162 4.920 3.687  O80 1.389, H94 1.136, H95 1.092, H96 1.057
82 H -1.195 5.597 7.672  C73 1.086
83 H -0.336 6.909 6.753  C73 1.057
84 H 0.107 6.571 8.303  C73 1.104
85 H -0.453 3.347 6.963  C75 1.117
86 H 0.545 3.743 8.524  C75 1.088
87 H 1.432 2.024 7.239  C76 1.085
88 H 2.602 3.370 7.468  C76 1.147
89 H 1.736 4.051 5.228  N77 0.989
90 H 2.942 1.366 5.016  C78 1.110
91 H 3.868 2.802 5.631  C78 1.098
92 H 2.398 2.343 2.903  C79 1.088
93 H 4.235 2.583 3.226  C79 1.095
94 H 5.148 4.403 3.457  C81 1.136
95 H 4.036 4.997 4.769  C81 1.092
96 H 4.143 5.888 3.265  C81 1.057
97 C -1.014 1.461 4.225  O98 1.395, H106 1.087, H107 1.085, H108 1.117
98 O -1.381 0.445 3.342  C97 1.395, C99 1.373
99 C -0.566 0.455 2.236  O98 1.373, C100 1.543, H109 1.110, H110 1.093
100 C 0.277 -0.822 2.045  C99 1.543, N101 1.410, H111 1.083, H112 1.129
101 N 1.083 -0.707 0.893  C100 1.410, C102 1.485, H113 0.982
102 C 0.304 -1.095 -0.310  N101 1.485, C103 1.538, H114 1.100, H115 1.093
103 C 0.543 -2.551 -0.746  C102 1.538, O104 1.406, H116 1.129, H117 1.070
104 O 1.873 -2.823 -1.109  C103 1.406, C105 1.409
105 C 2.312 -2.204 -2.296  O104 1.409, H118 1.094, H119 1.088, H120 1.096
106 H -1.142 2.476 3.858  C97 1.087
107 H 0.011 1.287 4.536  C97 1.085
108 H -1.712 1.304 5.083  C97 1.117
109 H 0.117 1.329 2.259  C99 1.110
110 H -1.208 0.600 1.363  C99 1.093
111 H -0.215 -1.787 2.026  C100 1.083
112 H 0.974 -0.802 2.933  C100 1.129
113 H 1.422 0.199 0.727  N101 0.982
114 H 0.674 -0.386 -1.066  C102 1.100
115 H -0.780 -0.981 -0.239  C102 1.093
116 H -0.122 -2.852 -1.608  C103 1.129
117 H 0.335 -3.277 0.012  C103 1.070
118 H 1.761 -2.685 -3.108  C105 1.094
119 H 3.375 -2.431 -2.355  C105 1.088
120 H 2.174 -1.119 -2.373  C105 1.096
121 C -6.481 4.938 5.910  O122 1.389, H130 1.071, H131 1.088, H132 1.100
122 O -5.694 5.781 5.135  C121 1.389, C123 1.430
123 C -6.059 7.124 5.464  O122 1.430, C124 1.576, H133 1.132, H134 1.081
124 C -5.612 8.128 4.334  C123 1.576, N125 1.482, H135 1.100, H136 1.036
125 N -4.243 7.892 3.816  C124 1.482, C126 1.439, H137 1.020
126 C -3.154 8.508 4.526  N125 1.439, C127 1.477, H138 1.094, H139 1.100
127 C -1.930 7.980 3.887  C126 1.477, O128 1.420, H140 1.081, H141 1.082
128 O -1.718 6.615 4.216  C127 1.420, C129 1.419
129 C -0.676 6.097 3.402  O128 1.419, H142 1.052, H143 1.089, H144 1.075
130 H -6.252 5.026 6.952  C121 1.071
131 H -6.424 3.887 5.636  C121 1.088
132 H -7.546 5.211 5.891  C121 1.100
133 H -5.578 7.382 6.456  C123 1.132
134 H -7.116 7.190 5.683  C123 1.081
135 H -5.739 9.116 4.801  C124 1.100
136 H -6.250 8.127 3.519  C124 1.036
137 H -4.094 6.883 3.812  N125 1.020
138 H -3.099 8.452 5.617  C126 1.094
139 H -3.097 9.587 4.324  C126 1.100
140 H -1.083 8.518 4.289  C127 1.081
141 H -1.940 8.133 2.816  C127 1.082
142 H 0.159 6.734 3.450  C129 1.052
143 H -0.905 5.983 2.344  C129 1.089
144 H -0.419 5.112 3.745  C129 1.075
145 C -0.678 -1.439 6.268  C146 1.523, H151 1.115, H152 1.042, H153 1.102
146 C 0.842 -1.492 6.358  C145 1.523, C147 1.523, N150 1.499, H154 1.093
147 C 1.347 -1.538 7.794  C146 1.523, O148 1.412, H155 1.077, H156 1.152
148 O 0.806 -0.503 8.586  C147 1.412, C149 1.426
149 C 1.142 -0.733 9.952  O148 1.426, H157 1.082, H158 1.082, H159 1.120
150 N 1.469 -2.717 5.765  C146 1.499, H160 1.024, H161 1.015
151 H -1.153 -2.376 6.640  C145 1.115
152 H -0.971 -1.302 5.277  C145 1.042
153 H -0.999 -0.595 6.900  C145 1.102
154 H 1.313 -0.672 5.811  C146 1.093
155 H 2.421 -1.497 7.857  C147 1.077
156 H 1.014 -2.547 8.240  C147 1.152
157 H 0.981 0.173 10.521  C149 1.082
158 H 2.164 -1.077 10.047  C149 1.082
159 H 0.520 -1.554 10.393  C149 1.120
160 H 0.842 -3.516 5.898  N150 1.024
161 H 1.488 -2.618 4.756  N150 1.015
162 C 7.135 -2.779 -0.752  C163 1.563, H168 1.116, H169 1.105, H170 1.101
163 C 5.882 -3.379 -0.035  C162 1.563, C164 1.527, N167 1.487, H171 1.145
164 C 4.757 -2.468 0.451  C163 1.527, O165 1.352, H172 1.083, H173 1.104
165 O 5.100 -1.581 1.413  C164 1.352, C166 1.414
166 C 4.460 -1.753 2.661  O165 1.414, H174 1.097, H175 1.072, H176 1.101
167 N 5.218 -4.233 -1.055  C163 1.487, H177 1.047, H178 1.036
168 H 7.869 -3.620 -0.776  C162 1.116
169 H 7.670 -1.959 -0.242  C162 1.105
170 H 6.769 -2.352 -1.698  C162 1.101
171 H 6.244 -4.085 0.791  C163 1.145
172 H 3.926 -3.112 0.709  C164 1.083
173 H 4.283 -1.947 -0.399  C164 1.104
174 H 3.366 -1.791 2.604  C166 1.097
175 H 4.757 -0.931 3.283  C166 1.072
176 H 4.782 -2.648 3.216  C166 1.101
177 H 5.875 -4.866 -1.569  N167 1.047
178 H 4.398 -4.793 -0.761  N167 1.036
179 C 0.531 4.151 0.209  C180 1.537, H185 1.062, H186 1.131, H187 1.140
180 C 1.174 5.442 -0.324  C179 1.537, C181 1.581, N184 1.446, H188 1.114
181 C 2.729 5.247 -0.531  C180 1.581, O182 1.379, H189 1.101, H190 1.069
182 O 3.293 6.493 -0.711  C181 1.379, C183 1.400
183 C 4.685 6.481 -0.563  O182 1.400, H191 1.090, H192 1.044, H193 1.088
184 N 0.683 5.920 -1.598  C180 1.446, H194 1.032, H195 1.030
185 H 0.867 3.985 1.203  C179 1.062
186 H 0.770 3.308 -0.505  C179 1.131
187 H -0.590 4.273 0.046  C179 1.140
188 H 1.038 6.232 0.449  C180 1.114
189 H 3.025 4.494 -1.278  C181 1.101
190 H 3.102 4.821 0.375  C181 1.069
191 H 5.011 6.122 0.413  C183 1.090
192 H 5.010 7.470 -0.640  C183 1.044
193 H 5.093 5.914 -1.397  C183 1.088
194 H 1.289 6.634 -2.031  N184 1.032
195 H -0.288 6.220 -1.427  N184 1.030
196 C 6.972 -3.083 -4.834  C197 1.529, H202 1.101, H203 1.083, H204 1.064
197 C 6.522 -2.410 -6.131  C196 1.529, C198 1.494, N201 1.482, H205 1.093
198 C 6.877 -0.973 -6.336  C197 1.494, O199 1.445, H206 1.091, H207 1.149
199 O 5.856 -0.201 -5.667  C198 1.445, C200 1.420
200 C 5.930 1.158 -6.070  O199 1.420, H208 1.054, H209 1.088, H210 1.181
201 N 6.976 -3.224 -7.284  C197 1.482, H211 1.011, H212 1.032
202 H 8.065 -3.222 -4.844  C196 1.101
203 H 6.571 -4.088 -4.784  C196 1.083
204 H 6.565 -2.579 -3.990  C196 1.064
205 H 5.430 -2.455 -6.119  C197 1.093
206 H 6.865 -0.799 -7.413  C198 1.091
207 H 7.828 -0.514 -5.882  C198 1.149
208 H 5.538 1.784 -5.317  C200 1.054
209 H 5.424 1.285 -7.024  C200 1.088
210 H 7.055 1.495 -6.187  C200 1.181
211 H 6.563 -4.139 -7.165  N201 1.011
212 H 6.590 -2.922 -8.193  N201 1.032
213 C -6.035 5.466 -0.474  C214 1.527, H219 1.087, H220 1.085, H221 1.129
214 C -6.378 4.724 0.815  C213 1.527, C215 1.537, N218 1.490, H222 1.114
215 C -5.061 4.318 1.496  C214 1.537, O216 1.412, H223 1.113, H224 1.119
216 O -4.265 3.492 0.672  C215 1.412, C217 1.437
217 C -3.426 2.684 1.514  O216 1.437, H225 1.116, H226 1.095, H227 1.039
218 N -7.251 5.413 1.807  C214 1.490, H228 1.058, H229 1.026
219 H -6.902 5.625 -1.110  C213 1.087
220 H -5.308 4.976 -1.112  C213 1.085
221 H -5.585 6.471 -0.225  C213 1.129
222 H -6.902 3.824 0.423  C214 1.114
223 H -5.295 3.655 2.359  C215 1.113
224 H -4.504 5.187 1.929  C215 1.119
225 H -4.073 2.011 2.126  C217 1.116
226 H -2.841 3.349 2.158  C217 1.095
227 H -2.813 2.086 0.924  C217 1.039
228 H -8.226 5.452 1.399  N218 1.058
229 H -6.975 6.391 1.949  N218 1.026
230 C 1.042 -7.305 -0.615  C231 1.549, H236 1.136, H237 1.128, H238 1.104
231 C 1.273 -6.974 -2.109  C230 1.549, C232 1.553, N235 1.453, H239 1.115
232 C -0.119 -6.549 -2.653  C231 1.553, O233 1.418, H240 1.106, H241 1.105
233 O -0.076 -6.397 -4.062  C232 1.418, C234 1.409
234 C -0.613 -7.535 -4.697  O233 1.409, H242 1.117, H243 1.094, H244 1.097
235 N 2.413 -6.113 -2.374  C231 1.453, H245 1.021, H246 1.035
236 H 0.288 -8.145 -0.493  C230 1.136
237 H 0.690 -6.437 0.015  C230 1.128
238 H 2.027 -7.521 -0.165  C230 1.104
239 H 1.429 -8.007 -2.499  C231 1.115
240 H -0.310 -5.533 -2.260  C232 1.106
241 H -0.989 -7.187 -2.414  C232 1.105
242 H -0.230 -8.505 -4.297  C234 1.117
243 H -0.407 -7.452 -5.768  C234 1.094
244 H -1.690 -7.496 -4.492  C234 1.097
245 H 2.526 -6.001 -3.383  N235 1.021
246 H 2.345 -5.168 -1.957  N235 1.035
247 C -7.306 -2.440 3.501  C248 1.521, H253 1.157, H254 1.107, H255 1.088
248 C -6.324 -1.315 3.214  C247 1.521, C249 1.513, N252 1.507, H256 1.075
249 C -5.992 -0.426 4.392  C248 1.513, O250 1.460, H257 1.082, H258 1.114
250 O -5.434 0.841 3.930  C249 1.460, C251 1.469
251 C -4.881 1.514 5.113  O250 1.469, H259 1.105, H260 1.096, H261 1.082
252 N -5.034 -1.896 2.695  C248 1.507, H262 1.014, H263 1.052
253 H -6.827 -3.276 4.142  C247 1.157
254 H -7.593 -2.977 2.576  C247 1.107
255 H -8.233 -2.106 3.963  C247 1.088
256 H -6.711 -0.554 2.561  C248 1.075
257 H -5.234 -0.883 5.015  C249 1.082
258 H -6.891 -0.104 4.967  C249 1.114
259 H -4.411 2.439 4.735  C251 1.105
260 H -4.166 0.889 5.661  C251 1.096
261 H -5.717 1.767 5.750  C251 1.082
262 H -5.126 -1.840 1.687  N252 1.014
263 H -4.259 -1.213 2.889  N252 1.052
264 C -2.612 -5.531 1.163  C265 1.548, H270 1.081, H271 1.178, H272 1.069
265 C -3.476 -6.067 2.330  C264 1.548, C266 1.475, N269 1.491, H273 1.061
266 C -2.989 -5.692 3.671  C265 1.475, O267 1.402, H274 1.106, H275 1.091
267 O -1.727 -6.246 3.928  C266 1.402, C268 1.369
268 C -1.257 -5.867 5.156  O267 1.369, H276 1.088, H277 1.134, H278 1.084
269 N -4.909 -5.678 2.198  C265 1.491, H279 1.012, H280 0.986
270 H -2.966 -5.936 0.226  C264 1.081
271 H -1.479 -5.815 1.312  C264 1.178
272 H -2.802 -4.479 1.158  C264 1.069
273 H -3.513 -7.117 2.174  C265 1.061
274 H -3.722 -5.933 4.464  C266 1.106
275 H -2.903 -4.604 3.676  C266 1.091
276 H -1.736 -6.262 6.050  C268 1.088
277 H -1.278 -4.738 5.266  C268 1.134
278 H -0.223 -6.183 5.230  C268 1.084
279 H -5.405 -6.117 2.964  N269 1.012
280 H -5.024 -4.699 2.245  N269 0.986
281 C 2.686 4.473 -4.353  C282 1.526, H287 1.093, H288 1.075, H289 1.111
282 C 1.560 3.475 -4.603  C281 1.526, C283 1.535, N286 1.497, H290 1.086
283 C 1.530 2.214 -3.727  C282 1.535, O284 1.424, H291 1.109, H292 1.087
284 O 2.729 1.445 -3.750  C283 1.424, C285 1.403
285 C 2.860 0.676 -4.916  O284 1.403, H293 1.101, H294 1.144, H295 1.094
286 N 0.312 4.270 -4.379  C282 1.497, H296 1.003, H297 1.051
287 H 2.557 5.214 -5.147  C281 1.093
288 H 3.728 4.212 -4.377  C281 1.075
289 H 2.507 4.862 -3.329  C281 1.111
290 H 1.507 3.157 -5.641  C282 1.086
291 H 0.652 1.633 -4.074  C283 1.109
292 H 1.406 2.456 -2.675  C283 1.087
293 H 3.324 1.281 -5.710  C285 1.101
294 H 1.837 0.359 -5.319  C285 1.144
295 H 3.507 -0.194 -4.770  C285 1.094
296 H 0.249 4.500 -3.405  N286 1.003
297 H -0.560 3.701 -4.521  N286 1.051
298 C 5.740 -6.504 4.338  C299 1.499, H304 1.098, H305 1.124, H306 1.060
299 C 4.744 -5.402 4.135  C298 1.499, C300 1.567, N303 1.497, H307 1.100
300 C 3.639 -5.795 3.096  C299 1.567, O301 1.403, H308 1.125, H309 1.063
301 O 2.986 -4.592 2.785  C300 1.403, C302 1.401
302 C 1.979 -4.820 1.839  O301 1.401, H310 1.100, H311 1.096, H312 1.116
303 N 3.999 -4.986 5.365  C299 1.497, H313 1.026, H314 0.992
304 H 6.632 -5.977 4.702  C298 1.098
305 H 5.957 -6.944 3.327  C298 1.124
306 H 5.490 -7.181 5.114  C298 1.060
307 H 5.241 -4.554 3.642  C299 1.100
308 H 2.963 -6.606 3.485  C300 1.125
309 H 4.056 -6.298 2.257  C300 1.063
310 H 1.519 -3.830 1.700  C302 1.100
311 H 1.336 -5.596 2.270  C302 1.096
312 H 2.421 -5.109 0.856  C302 1.116
313 H 3.359 -4.197 5.221  N303 1.026
314 H 4.660 -4.705 6.050  N303 0.992
315 C 4.887 2.619 0.220  C316 1.522, H321 1.106, H322 1.103, H323 1.036
316 C 4.515 1.948 -1.095  C315 1.522, C317 1.513, N320 1.518, H324 1.106
317 C 5.695 1.105 -1.525  C316 1.513, O318 1.436, H325 1.122, H326 1.067
318 O 6.920 1.832 -1.710  C317 1.436, C319 1.402
319 C 7.043 2.520 -2.925  O318 1.402, H327 1.106, H328 1.117, H329 1.118
320 N 3.303 1.049 -0.936  C316 1.518, H330 1.052, H331 1.030
321 H 3.998 3.047 0.721  C315 1.106
322 H 5.655 3.390 0.043  C315 1.103
323 H 5.275 1.947 0.908  C315 1.036
324 H 4.352 2.626 -1.953  C316 1.106
325 H 5.461 0.465 -2.416  C317 1.122
326 H 5.858 0.520 -0.648  C317 1.067
327 H 7.900 2.069 -3.458  C319 1.106
328 H 7.277 3.596 -2.733  C319 1.117
329 H 6.133 2.419 -3.566  C319 1.118
330 H 3.610 0.305 -0.259  N320 1.052
331 H 3.172 0.635 -1.870  N320 1.030

lowest unoccupied orbital energy = 0.7 eV
max |F| = 0.0717 hartree/bohr
multiplicity = 1
relative energy (zero: lowest compared OMol25 entry of this formula, charge and spin) = 61.9 kcal/mol
frontier orbital gap = 8.99 eV
E_HOMO = -8.3 eV